[1]
Molecular formula: C8H23NSi2
Method: DFT, wB97M-V/def2-TZVPD

LUMO = 0.54 eV
Energy above the lowest of the compared OMol25 structures with the same formula, charge and spin = 109.82 kcal/mol
Spin multiplicity = 1
Kohn-Sham gap = 8.744 eV

Positions of all 34 atoms, in Å:
H (-1.50, -0.96, 3.15)
N (1.60, 1.38, -2.11)
C (2.54, -0.44, 3.24)
H (0.11, -1.89, 2.23)
H (-1.01, 1.07, -1.26)
H (-0.49, 1.41, -3.54)
H (-0.72, 0.06, -4.67)
H (0.20, 0.86, 1.00)
Si (1.13, -0.27, -1.99)
H (2.85, 0.59, 3.51)
H (-3.08, 0.84, -2.21)
H (-3.54, -0.60, -3.36)
C (0.59, 0.75, 2.08)
H (1.77, -2.55, 1.65)
H (2.22, 0.13, 1.14)
H (-3.22, -0.93, -1.75)
H (-1.55, 1.32, 3.43)
C (-0.73, -0.02, -1.39)
H (2.45, 1.80, -2.57)
H (3.40, -0.96, 3.06)
H (-1.16, -1.48, -2.93)
C (-1.39, -0.46, -2.66)
H (2.03, -0.93, 4.08)
C (1.69, -0.38, 1.98)
C (-1.11, 0.58, -3.79)
H (-0.17, 0.09, 4.98)
H (0.63, -1.62, 0.62)
H (1.00, 2.17, -2.13)
Si (-0.58, 0.29, 3.42)
H (-1.08, -0.51, -0.54)
H (1.13, 1.67, 2.34)
C (1.02, -1.71, 1.56)
H (-2.08, 0.97, -4.06)
C (-2.96, -0.27, -2.48)


[2]
Molecular formula: C8H24AlClI2OP2
Method: DFT, wB97M-V/def2-TZVPD

LUMO (alpha / beta) = -9.62 / -8.48 eV
Spin multiplicity = 1
Kohn-Sham gap (alpha / beta) = 4.699 / 5.945 eV
Total charge = +2

Positions of all 39 atoms, in Å:
H (3.81, 0.24, 0.26)
H (-3.96, 0.27, 0.20)
C (-0.57, -0.54, 3.29)
H (2.87, -2.03, -1.16)
H (2.41, 1.19, 0.96)
H (-1.46, -1.19, 3.45)
H (-4.17, -0.92, -1.75)
H (2.59, 1.89, -2.92)
H (-2.74, 1.76, -3.00)
H (-0.70, 0.46, 3.72)
H (3.93, 1.40, -1.79)
I (1.17, -2.45, 1.70)
H (-2.96, -2.10, -1.15)
C (2.86, 1.66, -1.88)
P (1.97, 0.20, -1.24)
H (-2.87, -1.52, -2.85)
P (-2.05, 0.16, -1.26)
H (0.14, -1.62, 4.92)
I (0.79, 2.39, 2.35)
C (2.72, 0.27, 0.43)
C (0.57, -1.17, 4.04)
H (1.35, -0.47, 4.31)
H (-2.61, -0.64, 1.00)
H (2.85, -1.43, -2.85)
H (4.07, -0.80, -1.69)
H (-0.13, 0.68, 1.84)
Al (-0.03, 0.32, -2.31)
C (-3.00, 1.58, -1.96)
C (-2.87, 0.24, 0.40)
H (-2.78, 2.47, -1.35)
H (2.40, -0.62, 1.01)
H (-2.55, 1.16, 0.92)
H (1.10, -2.07, 3.56)
H (-4.07, 1.33, -1.86)
C (-3.11, -1.24, -1.82)
Cl (-0.19, 0.15, -4.39)
C (3.04, -1.17, -1.81)
H (2.62, 2.51, -1.22)
O (-0.44, -0.32, 1.89)